1.
{"formula": "C36H44N7O6STi", "method": "wB97M-V/def2-TZVPD", "charge": -1, "homo_ev": [-2.68, -5.30], "e_tot_ha": -3480.81018, "s2": 2.0234, "multiplicity": 3, "de_lowest_kj_mol": 32.5, "elements": ["Ti", "O", "C", "O", "C", "C", "C", "N", "C", "C", "C", "O", "O", "H", "H", "H", "N", "C", "C", "C", "C", "C", "C", "C", "C", "C", "C", "C", "C", "H", "H", "H", "H", "H", "H", "H", "H", "H", "H", "O", "C", "C", "C", "C", "C", "C", "C", "C", "N", "H", "H", "H", "H", "H", "H", "H", "H", "H", "H", "H", "C", "N", "C", "C", "O", "N", "C", "C", "H", "H", "H", "H", "H", "H", "H", "H", "H", "H", "H", "H", "C", "N", "C", "C", "N", "C", "S", "H", "H", "H", "H", "H", "H", "H", "H"], "positions_angstrom": [[-0.36454, 0.72907, 0.18377], [-0.02782, -3.52502, 6.76005], [0.94637, -3.64665, 5.99881], [2.13880, -3.93689, 6.23030], [0.65595, -3.35673, 4.50781], [1.45438, -3.90416, 3.51209], [1.22542, -3.55309, 2.19268], [0.29884, -2.67299, 1.81689], [-0.48795, -2.16345, 2.77143], [-0.36320, -2.49962, 4.11193], [-1.46940, -1.09574, 2.35163], [-2.13521, -0.50270, 3.20260], [-1.50461, -0.77577, 1.10716], [2.26613, -4.56267, 3.79255], [1.84037, -3.96342, 1.39564], [-1.02172, -2.06469, 4.85045], [0.42601, -1.12255, -0.61704], [1.57361, -1.33898, -1.46443], [1.77589, -2.65640, -1.87683], [2.86544, -3.02775, -2.63812], [3.79063, -2.05226, -2.97656], [3.58995, -0.74617, -2.57408], [2.46943, -0.32274, -1.83816], [2.36352, 1.12685, -1.45562], [3.20392, 2.05256, -2.09126], [3.28702, 3.37041, -1.67471], [2.53633, 3.79539, -0.58852], [1.65310, 2.90184, -0.00269], [1.49929, 1.58112, -0.44096], [0.51537, -1.68194, 0.24980], [-0.40043, -1.55111, -1.04383], [1.04701, -3.39758, -1.56612], [3.00090, -4.05864, -2.93923], [4.67808, -2.30713, -3.54266], [4.35503, -0.02724, -2.82445], [3.80095, 1.76351, -2.94560], [3.94278, 4.05818, -2.19491], [2.61979, 4.81318, -0.22436], [1.04396, 3.25707, 0.82898], [-1.87694, 1.83876, 1.40834], [-3.13725, 2.05135, 0.73780], [-3.10037, 3.41190, 0.07818], [-1.81931, 3.66129, -0.72028], [-1.58309, 2.74981, -1.89170], [-1.79348, 3.22928, -3.16168], [-1.48580, 2.47613, -4.30643], [-0.93220, 1.20389, -4.06594], [-0.77328, 0.75270, -2.79015], [-1.08662, 1.46987, -1.64441], [-1.99449, 0.98364, 1.88643], [-3.93292, 2.00803, 1.48380], [-3.30041, 1.24862, 0.01314], [-3.18990, 4.18620, 0.84628], [-3.97022, 3.50343, -0.57811], [-0.96487, 3.60874, -0.04279], [-1.84415, 4.68709, -1.09211], [-2.17318, 4.24013, -3.26061], [-1.61318, 2.87565, -5.30284], [-0.62360, 0.55562, -4.87838], [-0.36922, -0.23409, -2.64026], [2.31314, 1.97502, 4.84317], [1.20914, 1.30841, 4.17080], [-0.03452, 2.06225, 4.20353], [1.44535, 0.51414, 3.08196], [0.69804, 0.51037, 2.09114], [2.54177, -0.28807, 3.12968], [3.01149, -0.88801, 1.89258], [2.97350, -0.94795, 4.35561], [2.40706, 3.00523, 4.48029], [3.25083, 1.46344, 4.65967], [2.13303, 2.00350, 5.91919], [-0.18617, 2.41411, 5.22419], [-0.86667, 1.42445, 3.92985], [-0.00158, 2.92530, 3.52919], [2.76192, -0.24370, 1.05484], [2.57184, -1.87662, 1.73056], [4.09655, -0.99235, 1.94831], [2.35696, -0.63605, 5.19316], [4.02208, -0.72712, 4.57441], [2.85849, -2.02825, 4.24970], [-3.37817, -3.56581, -3.86390], [-3.57311, -2.14972, -4.02887], [-4.18595, -1.61226, -5.22949], [-4.19107, -0.10808, -4.95037], [-4.07418, -0.07529, -3.49761], [-3.58092, -1.25126, -3.01429], [-3.10797, -1.51102, -1.44173], [-2.60393, -3.92694, -4.54422], [-4.30654, -4.10995, -4.06647], [-3.07195, -3.74999, -2.83699], [-5.19970, -2.01273, -5.35287], [-3.60543, -1.87249, -6.11588], [-5.11170, 0.36937, -5.28297], [-3.34448, 0.39101, -5.42161], [-3.75210, 0.76393, -3.03726]], "atomic_forces_ev_per_a": [[0.05, -0.02, 0.21], [0.08, 0.00, -0.02], [-0.07, 0.09, 0.00], [0.01, -0.01, -0.01], [-0.09, -0.11, -0.01], [-0.07, -0.08, -0.10], [-0.21, -0.24, 0.13], [-0.15, -0.20, 0.12], [0.03, -0.10, -0.03], [0.02, 0.03, 0.03], [-0.02, 0.29, 0.13], [0.02, 0.01, -0.01], [0.13, -0.05, -0.40], [0.00, -0.01, 0.00], [-0.01, -0.02, 0.00], [0.00, -0.01, 0.00], [0.01, 0.07, -0.35], [0.02, -0.02, 0.04], [-0.02, 0.00, 0.01], [0.01, 0.00, 0.00], [0.00, -0.01, 0.00], [0.00, 0.01, -0.01], [0.00, -0.04, -0.01], [0.03, 0.04, 0.08], [0.00, -0.01, 0.00], [0.01, 0.01, -0.01], [0.00, -0.01, 0.01], [-0.01, -0.01, -0.02], [0.01, -0.11, -0.06], [0.01, -0.04, 0.14], [0.01, 0.03, -0.04], [0.00, 0.01, 0.00], [0.00, 0.00, 0.00], [0.00, 0.00, 0.00], [-0.01, 0.00, 0.00], [0.00, 0.00, 0.01], [0.00, -0.01, 0.00], [0.00, 0.00, 0.00], [0.00, 0.01, 0.00], [0.00, -0.35, -0.16], [-0.01, 0.05, -0.02], [0.02, -0.01, 0.03], [-0.04, -0.03, -0.02], [0.00, 0.03, -0.05], [0.00, -0.01, 0.05], [-0.04, -0.02, -0.06], [-0.06, 0.00, -0.03], [-0.05, 0.01, -0.01], [0.01, -0.05, 0.00], [-0.21, 0.30, 0.48], [-0.01, -0.04, 0.01], [0.03, 0.00, -0.02], [0.02, -0.01, 0.00], [-0.01, 0.00, 0.00], [0.02, 0.00, 0.02], [0.01, 0.00, -0.01], [0.00, 0.00, 0.00], [0.00, -0.01, 0.01], [-0.01, 0.01, 0.00], [0.01, -0.01, 0.00], [-0.02, -0.02, 0.04], [-0.03, 0.13, -0.11], [0.07, -0.06, -0.02], [0.30, -0.29, -0.03], [-0.17, 0.41, 0.11], [-0.14, 0.06, -0.02], [0.05, -0.11, -0.06], [0.11, -0.04, 0.03], [-0.02, 0.00, 0.00], [0.00, 0.01, -0.01], [0.01, -0.02, 0.00], [0.00, 0.00, -0.01], [-0.07, -0.07, -0.04], [-0.02, 0.00, -0.01], [0.00, 0.05, -0.04], [0.26, 0.37, 0.00], [0.02, 0.03, 0.01], [-0.01, -0.04, 0.02], [0.00, 0.03, 0.01], [0.11, 0.14, 0.07], [0.00, 0.01, -0.01], [0.02, 0.00, -0.01], [0.02, -0.02, 0.00], [0.00, 0.02, 0.05], [0.01, 0.02, 0.00], [-0.01, -0.03, -0.01], [-0.01, 0.00, 0.00], [-0.01, 0.00, -0.01], [-0.01, 0.00, 0.01], [0.01, 0.00, 0.00], [-0.01, 0.00, 0.02], [-0.01, -0.01, -0.01], [0.01, 0.01, -0.01], [0.09, 0.04, 0.00], [0.01, 0.01, 0.00]]}

2.
{"formula": "C36H45BN6O2SSn", "method": "wB97M-V/def2-TZVPD", "homo_ev": -7.42, "e_tot_ha": -2515.14812, "de_lowest_kj_mol": 0.0, "elements": ["Sn", "N", "C", "C", "C", "C", "C", "C", "S", "O", "O", "N", "C", "N", "C", "C", "C", "N", "H", "H", "H", "H", "H", "H", "H", "H", "H", "C", "C", "C", "C", "C", "C", "C", "C", "C", "C", "C", "C", "N", "B", "N", "C", "C", "C", "C", "C", "C", "C", "C", "C", "C", "C", "C", "C", "C", "H", "H", "H", "H", "H", "H", "H", "H", "H", "H", "H", "H", "H", "H", "H", "H", "H", "H", "H", "H", "H", "H", "H", "H", "H", "H", "H", "H", "H", "H", "H", "H", "H", "H", "H", "H"], "positions_angstrom": [[-0.69348, 1.15732, -1.48414], [-8.84780, 0.11189, -0.36664], [-7.48130, 0.10007, -0.28535], [-6.86184, -0.06064, 0.98925], [-5.47166, -0.28465, 1.04926], [-4.69130, -0.37474, -0.11626], [-5.34110, -0.30726, -1.35422], [-6.68098, -0.03310, -1.46790], [-2.93248, -0.47659, -0.02703], [-2.32141, -0.95191, -1.30175], [-2.73333, -1.20870, 1.19856], [-2.29417, 1.05782, -0.02695], [-2.32332, 1.91036, 1.05127], [-1.29566, 2.77049, 1.07411], [-1.45783, 3.89114, 1.82770], [-2.68635, 4.14235, 2.52510], [-3.48715, 3.02405, 2.65060], [-3.34594, 1.90374, 1.95896], [-9.33478, 0.55089, 0.43432], [-9.21395, 0.36672, -1.26335], [-7.44880, -0.20131, 1.88034], [-4.93993, -0.28420, 1.98845], [-4.80129, -0.55081, -2.25825], [-7.10746, 0.09427, -2.46098], [-0.65875, 4.62410, 1.73119], [-2.88227, 5.13761, 2.91532], [-4.41951, 2.99924, 3.20727], [2.15316, -3.58534, -2.60051], [1.23297, -2.34042, -2.67483], [-0.12465, -2.69718, -3.37637], [1.89602, -1.23298, -3.34423], [2.15710, -1.29165, -4.71556], [2.52819, -0.13759, -5.43799], [2.82367, 1.02978, -4.73321], [2.56104, 1.11249, -3.34576], [2.88241, 2.42584, -2.65386], [2.33630, 3.72040, -3.32139], [4.34868, 2.59196, -2.33519], [2.19975, -0.02753, -2.68464], [2.28352, -0.14766, -1.23841], [1.24654, 0.26706, -0.32223], [1.67254, -0.35861, 0.96598], [2.90245, -1.00742, 0.73527], [3.24634, -0.86434, -0.59508], [1.08491, -0.44517, 2.32919], [1.54168, 0.50555, 3.31179], [0.86655, 0.36320, 4.49938], [-0.09995, -0.59157, 4.75832], [-0.44058, -1.57774, 3.81735], [0.26075, -1.55701, 2.62863], [0.35483, -2.84777, 1.81587], [-0.89822, -3.75553, 2.13782], [1.68982, -3.59337, 2.13365], [2.59104, 1.61746, 3.10667], [3.98028, 0.93206, 3.23397], [2.47012, 2.49798, 1.87619], [1.68534, -4.24077, -1.80476], [3.13399, -3.28855, -2.21107], [2.31750, -4.06570, -3.57313], [0.96839, -2.07315, -1.64718], [-0.03270, -3.15526, -4.38979], [-0.88128, -1.90525, -3.45822], [-0.55079, -3.53194, -2.77782], [1.98031, -2.20837, -5.29532], [2.59111, -0.17285, -6.54330], [3.28115, 1.83282, -5.29337], [2.31432, 2.51602, -1.67664], [2.89613, 4.02381, -4.25459], [2.52698, 4.66662, -2.64866], [1.21740, 3.63961, -3.44057], [4.93529, 2.59327, -3.28719], [4.77250, 1.79619, -1.71963], [4.51902, 3.58272, -1.82501], [3.46362, -1.55029, 1.54455], [4.03600, -1.35651, -1.25941], [1.15959, 1.00057, 5.35306], [-0.67952, -0.42410, 5.66420], [-1.20399, -2.29974, 3.98232], [0.24435, -2.69154, 0.75367], [-0.82962, -4.19960, 3.12825], [-0.90050, -4.61817, 1.42277], [-1.86083, -3.26106, 2.02191], [2.00107, -3.39532, 3.17520], [2.56305, -3.40861, 1.49232], [1.51788, -4.66529, 2.11721], [2.53511, 2.34346, 3.91273], [4.07083, 0.10855, 2.47392], [4.05464, 0.41311, 4.22435], [4.85047, 1.59777, 3.16250], [2.88173, 2.03604, 0.99782], [2.99054, 3.48296, 1.99522], [1.43747, 2.76549, 1.64397]], "atomic_forces_ev_per_a": [[0.83, -0.13, 0.36], [-0.78, 0.86, 0.93], [1.43, -1.17, 0.25], [1.23, -0.52, -1.54], [-0.10, 0.74, -0.39], [-0.96, 0.30, -0.56], [0.48, -0.11, -0.07], [-0.69, 0.38, 1.14], [0.26, 0.26, -0.20], [-0.75, 0.44, 1.36], [0.65, 0.35, -0.51], [-0.61, -1.23, 1.13], [-0.51, -0.05, 0.90], [-0.26, 1.21, 0.51], [-1.77, -0.69, -0.65], [2.51, -0.11, -0.76], [-1.17, -0.17, -0.33], [1.27, -0.18, -1.41], [0.43, -0.51, -0.98], [-0.28, 0.14, -0.15], [-0.20, 0.38, 0.17], [-0.18, -0.27, 0.18], [0.29, 0.33, -0.06], [-0.15, -0.23, 0.25], [-0.14, -0.11, 0.28], [-0.08, -0.46, 0.26], [0.23, 0.41, 0.45], [-0.63, 0.00, 1.32], [-0.97, -1.62, -0.09], [0.05, -1.41, 0.11], [0.76, 1.54, -1.66], [-0.61, 0.58, -0.84], [0.40, -0.50, 0.48], [-0.85, -0.70, -0.10], [1.37, 1.44, -1.32], [-1.31, 1.20, 1.67], [0.24, 1.50, 0.08], [1.10, 0.82, -0.37], [0.29, -1.57, 1.43], [-1.85, 1.83, -0.41], [-0.63, -0.97, 0.82], [0.18, -0.11, 0.03], [0.57, -0.20, -0.65], [1.41, -1.69, 0.04], [1.54, 0.72, -0.82], [-1.40, -0.58, -1.84], [0.67, 0.60, 1.78], [-1.12, -0.08, -0.41], [0.96, 1.75, 0.86], [1.11, 0.15, -0.81], [-1.38, -0.48, 0.29], [1.02, -0.90, -0.87], [-0.20, -0.14, 0.64], [0.62, -0.64, 0.24], [-0.01, -1.18, 0.20], [-0.03, 0.98, -0.40], [0.65, 0.12, -1.24], [-0.16, -0.07, -0.07], [-0.33, -0.08, 0.31], [0.16, 0.08, -0.11], [0.39, 0.54, 0.55], [0.46, 0.02, 0.31], [-0.07, 0.60, -0.20], [-0.10, 0.35, 0.45], [0.26, -0.02, 0.87], [-0.32, 0.43, 0.21], [0.66, -0.84, -0.72], [-0.93, -0.64, 0.55], [-0.37, -1.99, -0.84], [1.22, 0.18, -0.34], [-0.32, 0.10, 0.61], [-0.22, 0.00, 0.08], [-0.08, -1.00, -0.45], [-0.84, 0.80, -1.19], [-0.93, 0.84, 1.57], [-0.29, -0.08, -0.57], [0.16, -0.54, 0.02], [-0.27, -0.37, 0.34], [0.37, 0.48, -0.44], [0.00, 0.01, 0.17], [0.08, 0.64, 0.49], [0.22, 0.27, 0.01], [-0.13, 0.14, -0.35], [-0.65, 0.20, 0.02], [-0.12, -0.26, -0.21], [-0.39, -0.33, 0.62], [0.10, 1.10, 0.64], [-0.11, 0.48, -0.67], [-0.37, 0.05, -0.17], [0.22, -0.29, -0.50], [-0.14, -0.87, 0.19], [-0.12, -0.23, 0.08]]}